a:
This record from the OMol25 dataset describes a cluster of 2 separate species, C3H10NO2 in total. The level of theory is ωB97M-V with the def2-TZVPD basis set.

Net charge: -1
M, g mol⁻¹: 92.118
Frontier orbital gap, eV: 7.91
E_LUMO, eV: 4.18

Last column: natural (NBO) charge in e.
Cartesian coordinates (Å):
C: -0.07097 0.39166 1.22155  -0.013
O: -1.33790 0.16294 0.84854  -0.904
C: 0.98836 -0.45158 0.38809  -0.075
C: 1.26663 0.24817 -0.93668  -0.621
N: 0.47260 -1.80522 0.22167  -0.874
H: 0.34606 1.42975 1.08667  0.089
H: 0.12418 0.19092 2.29747  0.098
H: 1.90990 -0.50403 0.99306  0.138
H: 0.36134 0.30871 -1.53269  0.209
H: 2.00941 -0.33428 -1.50499  0.177
H: 1.70521 1.23619 -0.77813  0.197
H: 0.42662 -2.08750 -0.74614  0.336
H: -0.46445 -1.80249 0.61360  0.388
H: -2.13690 0.85663 -0.00488  0.502
H: -2.63203 0.95829 -1.51791  0.424
O: -2.96806 1.20183 -0.64923  -1.071

***

b:
This record from the OMol25 dataset describes a cluster of 2 separate species, C3H10NO2 in total. The level of theory is ωB97M-V with the def2-TZVPD basis set.

Net charge: -1
M, g mol⁻¹: 92.118
Frontier orbital gap, eV: 7.19
E_LUMO, eV: 4.08

Last column: natural (NBO) charge in e.
Cartesian coordinates (Å):
C: -0.30993 -0.29219 1.66972  -0.214
C: -0.72350 -0.20645 0.20093  -0.442
C: 0.45195 0.10820 -0.70693  -0.020
O: 0.07104 0.46519 -1.96814  -0.921
N: -1.32522 -0.96587 2.51417  -0.861
H: -0.20101 0.72651 2.05658  0.169
H: 0.65026 -0.76703 1.87911  0.180
H: -1.24597 -1.13931 -0.07639  0.170
H: -1.51121 0.52372 -0.04416  0.198
H: 1.16101 -0.76563 -0.72674  0.090
H: 1.10628 0.84734 -0.17663  0.096
H: -1.08622 -1.94060 2.58118  0.343
H: -2.26108 -0.84513 2.18915  0.349
H: 1.91183 1.79722 -3.81159  0.427
H: 1.20284 1.00029 -2.63983  0.497
O: 2.10892 1.45374 -2.94043  -1.060

***

c:
This record from the OMol25 dataset describes a cluster of 2 separate species, C3H10NO2 in total. The level of theory is ωB97M-V with the def2-TZVPD basis set.

Net charge: -1
M, g mol⁻¹: 92.118
Frontier orbital gap, eV: 6.41
E_LUMO, eV: 4.19

Last column: natural (NBO) charge in e.
Cartesian coordinates (Å):
C: -0.98423 1.67909 0.52458  -0.480
N: -0.97558 0.21119 0.11044  -0.664
C: 0.37782 -0.43605 0.29878  -0.298
C: 1.77110 0.27007 -0.42608  -0.009
O: 1.95460 1.50733 0.04554  -0.955
H: -1.87087 2.15489 0.12502  0.163
H: 0.04337 2.08665 0.10997  0.274
H: -0.91814 1.65475 1.60489  0.173
H: -1.05872 0.32027 -0.87718  0.320
H: 0.19760 -1.48514 -0.06014  0.143
H: 0.58035 -0.38844 1.32876  0.164
H: 1.55228 0.24626 -1.51231  0.061
H: 2.59559 -0.32578 -0.15857  0.103
H: -0.83417 -2.34123 -1.12983  0.472
H: -1.23326 -2.25615 0.39937  0.498
O: -1.19776 -2.89772 -0.38325  -0.965

***

What should be chosen as the least stable of them? Choose c.

***

a:
This record from the OMol25 dataset describes a cluster of 2 separate species, CHBrF2OS in total. The level of theory is ωB97M-V with the def2-TZVPD basis set.

M, g mol⁻¹: 178.985
Frontier orbital gap (alpha / beta), eV: 8.72 / 8.32
E_LUMO (alpha / beta), eV: -0.28 / -1.32

Last column: natural (NBO) charge in e.
Cartesian coordinates (Å):
C: 0.69027 0.35612 1.09064  0.569
O: -2.00246 4.68992 -0.62581  -0.791
F: 1.87245 0.10061 0.58020  -0.323
F: 0.14371 1.38216 0.46443  -0.339
S: -0.90260 4.02377 -1.23943  0.951
Br: -1.54527 3.22608 -3.14089  -0.159
H: 0.06406 -0.43035 0.99820  0.092

***

b:
This record from the OMol25 dataset describes a cluster of 2 separate species, CHBrF2OS in total. The level of theory is ωB97M-V with the def2-TZVPD basis set.

M, g mol⁻¹: 178.985
Frontier orbital gap (alpha / beta), eV: 8.86 / 7.04
E_LUMO (alpha / beta), eV: -0.28 / -1.44

Last column: natural (NBO) charge in e.
Cartesian coordinates (Å):
C: 1.66002 0.41468 -0.37597  0.530
O: -1.92420 -1.80249 0.26720  -0.773
F: 2.94337 0.42527 -0.18285  -0.294
F: 0.92534 -0.44828 0.47839  -0.366
S: -2.13759 -0.63284 1.06803  0.960
Br: -2.58870 1.11372 -0.19785  -0.186
H: 1.12175 0.92994 -1.05695  0.128

***

What should be chosen as the least stable of them? Choose b.

***

a:
This record from the OMol25 dataset describes a cluster of 2 separate species, C3H7NOS in total. The level of theory is ωB97M-V with the def2-TZVPD basis set.

M, g mol⁻¹: 105.162
Frontier orbital gap, eV: 3.95
E_LUMO, eV: -4.33

Last column: natural (NBO) charge in e.
Cartesian coordinates (Å):
C: -0.81100 1.07680 0.02068  -0.168
C: -1.16913 1.71170 1.13031  -0.339
S: 2.57440 -0.12476 -0.23834  -0.463
C: -1.28537 -0.33815 -0.45828  0.164
N: -0.24290 -1.25680 -0.16878  -0.628
O: -2.45418 -0.65955 -0.02847  -0.463
H: -0.10278 1.39831 -0.71082  0.221
H: -1.40412 -0.12096 -1.63736  0.291
H: -1.89758 1.32840 1.83767  0.231
H: -0.69394 2.68280 1.20726  0.225
H: 3.40778 -1.06857 0.10358  0.114
H: -0.54343 -2.22378 -0.31304  0.409
H: 0.71510 -0.89323 -0.05435  0.407

***

b:
This record from the OMol25 dataset describes the molecule C3H7NOS. The level of theory is ωB97M-V with the def2-TZVPD basis set.

M, g mol⁻¹: 105.162
Frontier orbital gap, eV: 10.24
E_LUMO, eV: 0.75

Last column: natural (NBO) charge in e.
Cartesian coordinates (Å):
O: 2.80745 -1.56372 -0.51764  -0.594
C: 1.60929 -1.16972 -0.49462  0.523
N: 0.85063 -0.65042 0.59003  -0.644
C: -0.59024 -0.45949 0.63801  -0.246
C: -1.01525 0.60250 -0.44146  -0.536
S: -1.84856 2.19861 0.18196  -0.062
H: 0.96345 -1.48331 -1.43557  0.110
H: 1.44273 -0.36074 1.33930  0.404
H: -1.01382 -1.46449 0.43499  0.210
H: -0.89383 -0.20176 1.72163  0.241
H: -0.07043 1.21705 -0.63113  0.237
H: -1.39564 0.30834 -1.47642  0.245
H: -0.84577 3.02715 0.09093  0.114

***

What should be chosen as the least stable of them? Choose a.

***

a:
This record from the OMol25 dataset describes the molecule C3H7NOS. The level of theory is ωB97M-V with the def2-TZVPD basis set.

M, g mol⁻¹: 105.162
Frontier orbital gap, eV: 9.48
E_LUMO, eV: 0.75

Last column: natural (NBO) charge in e.
Cartesian coordinates (Å):
C: 0.30468 -0.31398 0.79561  -0.515
C: 0.12827 -0.44723 -0.70989  -0.536
S: 1.22961 -1.26012 -1.89851  -0.040
C: -0.69610 0.94365 1.19115  0.691
N: -1.57859 0.73868 2.22918  -0.816
O: -0.54214 1.97790 0.54651  -0.603
H: -0.35227 -1.15850 1.16106  0.208
H: 1.40275 -0.20704 0.99942  0.252
H: -0.92813 -0.84320 -0.94509  0.217
H: 0.30654 0.51491 -1.20339  0.241
H: 0.35690 -1.71424 -2.69315  0.113
H: -2.07626 1.49764 2.65170  0.406
H: -1.41709 -0.01619 2.76797  0.382

***

b:
This record from the OMol25 dataset describes the molecule C3H7NOS. The level of theory is ωB97M-V with the def2-TZVPD basis set.

M, g mol⁻¹: 105.162
Frontier orbital gap, eV: 9.89
E_LUMO, eV: 0.63

Last column: natural (NBO) charge in e.
Cartesian coordinates (Å):
C: -0.06368 0.53264 0.20974  -0.540
C: 1.19245 -0.19530 -0.03667  -0.434
S: 2.69260 1.07548 -0.13963  -0.129
C: -1.17352 -0.48878 0.28801  0.669
N: -1.90183 -0.68840 -0.87574  -0.868
O: -1.40600 -0.92367 1.40764  -0.605
H: -0.21548 1.38774 -0.43978  0.225
H: -0.08120 1.08825 1.21015  0.240
H: 1.12693 -0.75371 -1.01413  0.210
H: 1.30616 -1.00632 0.64586  0.226
H: 2.71983 1.63565 1.21490  0.152
H: -2.82569 -1.22765 -0.69494  0.432
H: -1.37056 -0.43593 -1.77539  0.421

***

c:
This record from the OMol25 dataset describes the molecule C3H7NOS. The level of theory is ωB97M-V with the def2-TZVPD basis set.

M, g mol⁻¹: 105.162
Frontier orbital gap (alpha / beta), eV: 8.16 / 6.55
E_LUMO (alpha / beta), eV: 0.67 / 0.04

Last column: natural (NBO) charge in e.
Cartesian coordinates (Å):
C: 0.13669 0.66527 0.00982  -0.481
C: 1.48611 0.47926 -0.66360  -0.578
C: -0.58684 -0.64576 -0.09641  0.032
N: -1.38156 -1.08822 0.90756  -0.770
O: 2.44187 -1.93983 -1.41855  -0.916
S: 2.03796 -1.26108 -0.16346  0.862
H: 0.27610 0.91234 1.06477  0.202
H: -0.44001 1.48161 -0.44825  0.220
H: 1.40545 0.44655 -1.74822  0.229
H: 2.23123 1.21834 -0.37381  0.218
H: -0.74898 -1.06883 -1.07345  0.201
H: -1.75968 -2.01840 0.82817  0.396
H: -1.16953 -0.77332 1.84294  0.386

***

What should be chosen as the least stable of them? Choose c.

***

a:
This record from the OMol25 dataset describes the molecule C9H8N2. The level of theory is ωB97M-V with the def2-TZVPD basis set.

M, g mol⁻¹: 144.177
Frontier orbital gap, eV: 8.72
E_LUMO, eV: -0.97

Last column: natural (NBO) charge in e.
Cartesian coordinates (Å):
C: 2.67003 2.74280 -0.18892  0.107
C: 1.55064 1.92555 -0.40983  -0.132
C: 3.85474 -1.73189 0.15386  0.212
C: 3.85855 0.78965 0.03603  0.312
C: 0.91185 0.85711 -0.42156  0.142
C: 3.84377 -0.41106 0.10189  -0.209
C: 0.29629 -1.36389 -0.91987  -0.566
C: -1.01040 0.01252 0.73176  -0.597
C: -0.25967 -0.01383 -0.53647  -0.347
N: 3.70202 -2.82044 0.50353  -0.261
N: 3.75834 2.12168 0.06909  -0.425
H: 2.62611 3.85325 0.07245  0.226
H: 1.14194 -1.15786 -1.62653  0.214
H: 0.62086 -1.78209 -0.01427  0.209
H: -0.37194 -1.96786 -1.40615  0.208
H: -0.27689 -0.43256 1.57154  0.216
H: -2.02140 -0.53360 0.74621  0.228
H: -1.31717 1.08408 0.97403  0.224
H: -0.83567 0.12436 -1.40054  0.240

***

b:
This record from the OMol25 dataset describes the molecule C9H8N2. The level of theory is ωB97M-V with the def2-TZVPD basis set.

M, g mol⁻¹: 144.177
Frontier orbital gap, eV: 9.51
E_LUMO, eV: 0.66

Last column: natural (NBO) charge in e.
Cartesian coordinates (Å):
C: -2.98749 1.03707 -0.00968  -0.186
C: -2.18584 1.05226 -1.16755  -0.215
C: -0.88945 0.53101 -1.12559  -0.185
C: -0.35759 -0.12983 -0.00450  -0.082
C: -1.23848 -0.14214 1.11359  -0.139
C: -2.47389 0.34709 1.11153  -0.250
C: 1.03565 -0.66090 -0.02013  0.305
C: 3.23087 -0.57457 0.10398  -0.099
C: 2.76491 -1.84027 -0.09368  -0.116
H: -3.96874 1.34893 -0.17187  0.215
H: -2.39847 1.61661 -2.01068  0.207
H: -0.28949 0.86543 -2.03664  0.212
H: -0.67649 -0.79117 2.07892  0.216
H: -2.99013 0.21999 1.97584  0.216
H: 2.07916 1.32579 0.05520  0.427
H: 4.35725 0.08873 0.24471  0.229
H: 3.50217 -2.56417 0.01198  0.203
N: 2.06360 0.13277 0.08189  -0.518
N: 1.42243 -1.86262 -0.13732  -0.441

***

What should be chosen as the least stable of them? Choose a.

***

a:
This record from the OMol25 dataset describes a cluster of 2 separate species, C6H15NO in total. The level of theory is ωB97M-V with the def2-TZVPD basis set.

M, g mol⁻¹: 117.192
Frontier orbital gap, eV: 9.20
E_LUMO, eV: 0.79

Last column: natural (NBO) charge in e.
Cartesian coordinates (Å):
C: -2.88542 -1.85368 -0.90266  -0.605
C: -2.00072 -1.57121 0.28611  -0.220
N: -1.36404 -0.29378 0.02316  -0.616
C: -0.63583 0.13801 1.20714  -0.411
H: -3.55328 -2.71457 -0.73463  0.207
H: -2.29050 -2.03240 -1.80587  0.212
H: -3.52494 -0.98612 -1.09260  0.194
H: -1.30402 -2.41108 0.48226  0.190
H: -2.65640 -1.47641 1.17499  0.151
H: -2.12785 0.35875 -0.16278  0.345
H: -0.27492 1.17268 1.14417  0.215
H: -1.32365 0.07128 2.08465  0.151
H: 0.20582 -0.52939 1.40997  0.187
C: 2.43360 0.92999 -1.74689  -0.630
C: 2.10842 1.68548 -0.50539  -0.276
C: 2.43307 1.16760 0.69388  0.119
O: 2.14633 1.79323 1.89172  -0.709
H: 2.97171 1.61670 -2.41915  0.208
H: 2.98824 -0.00611 -1.64074  0.212
H: 1.46466 0.72556 -2.23049  0.218
H: 1.66174 2.67108 -0.59478  0.209
H: 2.93870 0.18630 0.72341  0.162
H: 2.58928 1.35810 2.71455  0.489

***

b:
This record from the OMol25 dataset describes the molecule C6H15NO. The level of theory is ωB97M-V with the def2-TZVPD basis set.

M, g mol⁻¹: 117.192
Frontier orbital gap, eV: 9.57
E_LUMO, eV: 1.02

Last column: natural (NBO) charge in e.
Cartesian coordinates (Å):
C: -0.07698 -1.83961 -0.35458  -0.448
C: 0.63053 -3.13317 -0.05455  -0.060
O: 1.64492 -3.52846 -0.96950  -0.721
C: 0.70519 -0.49464 -0.29259  -0.223
N: 0.13421 0.44438 0.69519  -0.650
C: -1.69835 2.05321 1.04283  -0.616
C: -0.60894 1.55220 0.07759  -0.044
C: 0.33968 2.68817 -0.29559  -0.632
H: -0.94669 -1.73851 0.29809  0.227
H: -0.49181 -1.82684 -1.37372  0.190
H: -0.19626 -3.85976 -0.03738  0.159
H: 1.18608 -3.12918 0.88481  0.182
H: 1.30178 -3.52529 -1.85439  0.460
H: 1.75181 -0.70931 -0.04034  0.195
H: 0.71844 -0.05242 -1.28644  0.177
H: 0.83209 0.71506 1.36969  0.363
H: -1.36719 1.86127 2.06753  0.215
H: -1.97726 3.07484 0.80107  0.205
H: -2.56753 1.38681 1.02558  0.211
H: -1.12173 1.09122 -0.76824  0.186
H: -0.19015 3.54216 -0.72659  0.211
H: 1.21415 2.29615 -0.81617  0.213
H: 0.78399 3.13171 0.60768  0.202

***

c:
This record from the OMol25 dataset describes the molecule C6H15NO. The level of theory is ωB97M-V with the def2-TZVPD basis set.

M, g mol⁻¹: 117.192
Frontier orbital gap, eV: 9.12
E_LUMO, eV: 0.92

Last column: natural (NBO) charge in e.
Cartesian coordinates (Å):
C: -1.18449 -0.64154 0.18911  -0.419
C: -1.49863 0.47330 -0.84410  -0.441
C: -1.13914 0.04775 -2.28442  -0.072
O: -1.53299 -1.30382 -2.51430  -0.720
C: 0.29681 -0.89898 0.39457  -0.219
N: 0.99071 0.35773 0.74380  -0.459
C: 0.53194 0.98020 1.96121  -0.417
C: 2.42720 0.40836 0.61463  -0.398
H: -1.66306 -0.33419 1.11261  0.208
H: -1.64122 -1.62857 0.05137  0.210
H: -2.52284 0.82206 -0.65379  0.212
H: -0.90584 1.32223 -0.47312  0.227
H: -0.07309 0.17386 -2.50370  0.165
H: -1.72250 0.57575 -3.05736  0.191
H: -1.01977 -1.88543 -1.95869  0.457
H: 0.55604 -1.56765 1.23057  0.177
H: 0.64978 -1.31641 -0.58235  0.187
H: 0.63570 0.19473 2.77860  0.154
H: 1.00136 1.94033 2.18239  0.210
H: -0.54178 1.18516 1.95540  0.195
H: 2.76474 1.42866 0.73196  0.203
H: 2.62734 -0.04933 -0.36621  0.196
H: 2.96374 -0.28418 1.29182  0.155

***

What should be chosen as the least stable of them? Choose a.